The following is a quantum chemistry calculation of 2 unconnected molecules or ions with the total composition C23H50BFNO2S2 in a non-equilibrium geometry, from the Open Molecules 2025 dataset.

```
! wB97M-V def2-TZVPD RIJCOSX def2/J DEFGRID3
* xyz 1 1
C 3.69 -4.98 2.18
C 3.20 -3.54 1.95
C 1.89 -3.21 2.68
C 0.64 -3.79 2.01
C -0.16 -2.80 1.15
C 0.67 -1.90 0.23
C 1.01 -2.56 -1.11
C 1.61 -1.64 -2.18
N 1.10 -0.25 -2.17
C 1.86 0.59 -3.13
C 3.29 0.89 -2.69
C 3.35 1.65 -1.35
C 3.64 0.80 -0.11
C 3.20 1.48 1.19
C 1.69 1.41 1.44
C 1.12 2.65 2.12
C -0.40 2.59 2.28
C -0.29 -0.05 -2.29
S -0.94 1.39 -1.85
S -1.22 -1.30 -3.15
C -2.61 -1.84 -2.07
C -3.25 -0.84 -1.12
C -4.30 0.06 -1.79
B -4.90 1.14 -0.78
O -4.05 1.93 -0.06
C -6.45 1.29 -0.52
C -6.93 2.73 -0.33
C -6.82 3.24 1.09
F -6.18 3.57 -1.18
H 3.19 -5.44 3.04
H 4.77 -5.01 2.37
H 3.50 -5.62 1.32
H 3.03 -3.41 0.87
H 3.98 -2.83 2.24
H 1.96 -3.60 3.70
H 1.79 -2.13 2.78
H -0.03 -4.16 2.80
H 0.90 -4.67 1.42
H -0.80 -2.19 1.80
H -0.84 -3.37 0.51
H 0.11 -0.97 0.04
H 1.60 -1.59 0.72
H 1.76 -3.35 -0.94
H 0.14 -3.08 -1.50
H 2.69 -1.55 -2.00
H 1.49 -2.09 -3.17
H 1.85 0.11 -4.11
H 1.32 1.54 -3.22
H 3.71 1.52 -3.48
H 3.90 -0.01 -2.66
H 2.40 2.17 -1.20
H 4.14 2.42 -1.44
H 3.11 -0.15 -0.21
H 4.71 0.57 -0.06
H 3.75 1.04 2.03
H 3.48 2.55 1.15
H 1.47 0.54 2.07
H 1.15 1.25 0.50
H 1.59 2.78 3.11
H 1.38 3.53 1.51
H -0.79 3.44 2.82
H -0.87 2.56 1.30
H -0.69 1.68 2.82
H -2.26 -2.73 -1.55
H -3.35 -2.16 -2.81
H -2.48 -0.25 -0.62
H -3.73 -1.43 -0.33
H -5.09 -0.57 -2.19
H -3.83 0.58 -2.63
H -3.13 1.81 -0.32
H -7.00 0.82 -1.34
H -6.70 0.72 0.38
H -7.96 2.82 -0.68
H -6.98 4.31 1.12
H -5.84 3.01 1.50
H -7.57 2.74 1.71
O 4.40 4.59 0.10
H 4.91 4.85 0.89
H 4.83 4.83 -0.74
H 3.46 4.88 0.14
*
```

Values from the calculation:
Highest occupied orbital energy ... -0.3837 Ha
Lowest unoccupied orbital energy ... -5.12 eV
Electronic energy ... -55304.730 eV
Gap between HOMO and LUMO ... 5.3 eV
Max |F| ... 1.06 eV/A



The following is a quantum chemistry calculation of a molecular structure, C23H50EuN2O2P3 in a non-equilibrium geometry, from the Open Molecules 2025 dataset.

```
! wB97M-V def2-TZVPD RIJCOSX def2/J DEFGRID3
* xyz 2 7
Eu 0.43 0.12 -1.33
P 2.63 -1.03 -1.21
C 2.77 -1.44 -3.02
C 1.50 -1.74 -3.77
N 0.35 -1.22 -3.33
C -0.83 -1.39 -3.91
C -0.91 -2.17 -5.06
C 0.26 -2.73 -5.57
C 1.48 -2.51 -4.93
C -2.05 -0.77 -3.26
P -1.80 0.77 -2.24
H 2.40 -2.93 -5.31
H -1.86 -2.33 -5.54
H 0.22 -3.33 -6.48
H -2.80 -0.49 -4.03
H -2.53 -1.54 -2.62
H 3.27 -0.57 -3.52
H 3.48 -2.28 -3.08
H 2.23 3.88 -3.92
O 3.01 3.75 -4.48
H 2.79 4.07 -5.36
H -1.10 4.95 -1.84
O -0.74 5.72 -2.30
H -1.17 6.50 -1.91
C -1.87 2.10 -3.43
H -2.85 2.05 -3.91
H -1.76 3.08 -2.94
H -1.10 2.04 -4.22
C -3.20 0.89 -1.17
H -3.16 1.80 -0.56
H -4.09 0.93 -1.80
H -3.29 0.03 -0.48
C 2.56 -2.64 -0.40
H 3.48 -3.17 -0.65
H 2.51 -2.52 0.70
H 1.70 -3.25 -0.71
C 4.13 -0.21 -0.77
H 4.16 0.04 0.30
H 4.96 -0.88 -1.00
H 4.28 0.73 -1.34
C -0.94 2.44 1.08
C 0.06 1.70 1.98
C 1.44 1.90 1.32
C 0.05 2.34 3.37
P -0.41 -0.24 2.09
N -0.33 -0.82 0.63
C 0.91 -1.28 3.17
C 0.89 -1.05 4.69
C 0.65 -2.77 2.88
C 2.33 -0.88 2.73
C -2.26 -0.66 2.72
C -3.21 0.51 2.49
C -2.75 -1.89 1.94
C -2.32 -0.96 4.22
H -0.62 3.49 0.96
H -1.95 2.49 1.48
H -0.95 2.00 0.07
H 1.61 2.98 1.16
H 2.28 1.57 1.93
H 1.49 1.41 0.33
H -0.92 2.22 3.86
H 0.83 1.92 4.00
H 0.26 3.42 3.27
H -0.02 -1.38 5.20
H 1.71 -1.63 5.14
H 1.06 0.00 4.95
H 0.64 -2.99 1.81
H 1.43 -3.38 3.36
H -0.31 -3.10 3.30
H 2.40 -0.74 1.64
H 2.65 0.04 3.22
H 3.05 -1.65 3.05
H -3.27 0.80 1.44
H -4.24 0.22 2.78
H -2.94 1.38 3.10
H -2.12 -2.77 2.12
H -3.77 -2.14 2.27
H -2.77 -1.71 0.87
H -1.84 -1.91 4.46
H -1.92 -0.13 4.82
H -3.38 -1.10 4.52
*
```

Values from the calculation:
Highest occupied orbital energy (spin up / spin down) ... -0.4874 / -0.4917 Ha
Lowest unoccupied orbital energy (spin up / spin down) ... -6.71 / -5.94 eV
Electronic energy ... -78917.107 eV
Gap between HOMO and LUMO (spin up / spin down) ... 6.6 / 7.4 eV
Max |F| ... 5.53 eV/A



The following is a quantum chemistry calculation of 5 unconnected molecules or ions with the total composition C23H50N13O6 in a non-equilibrium geometry, from the Open Molecules 2025 dataset.

```
! wB97M-V def2-TZVPD RIJCOSX def2/J DEFGRID3
* xyz 1 1
N 6.12 0.15 -2.14
C 5.75 -0.22 -0.91
N 6.18 0.22 0.41
C 5.12 -0.30 1.38
C 3.92 -0.70 0.41
C 2.89 -1.63 1.22
C 2.16 -2.68 0.22
C 1.14 -3.66 0.96
C 0.06 -4.35 -0.02
C -1.26 -3.44 -0.26
C -2.65 -4.24 0.03
C -3.69 -3.37 0.96
C -5.14 -3.21 0.28
C -5.91 -1.84 0.71
C -5.12 -0.50 0.28
C -6.09 0.80 0.14
C -5.42 1.81 -0.92
N -5.00 3.13 -0.38
C -5.14 3.74 0.93
C -4.47 5.15 0.83
C -3.94 5.41 -0.63
C -4.32 4.04 -1.26
O 3.15 0.34 -0.27
N 3.30 1.55 0.35
O 2.44 1.66 1.17
N 4.72 -1.29 -0.72
H 6.81 0.90 -2.24
H 5.71 -0.28 -2.98
H 6.28 1.24 0.56
H 4.85 0.39 2.25
H 5.65 -1.20 1.88
H 3.49 -2.19 2.05
H 2.11 -0.93 1.71
H 1.56 -2.05 -0.54
H 3.00 -3.21 -0.35
H 0.58 -3.09 1.80
H 1.76 -4.48 1.53
H 0.59 -4.45 -1.04
H -0.19 -5.41 0.34
H -1.18 -2.46 0.34
H -1.29 -3.18 -1.39
H -3.16 -4.45 -0.99
H -2.50 -5.26 0.52
H -3.75 -3.87 2.01
H -3.21 -2.34 1.09
H -5.12 -3.25 -0.87
H -5.77 -4.09 0.66
H -6.10 -1.82 1.85
H -6.96 -1.90 0.22
H -4.39 -0.24 1.14
H -4.53 -0.73 -0.67
H -6.37 1.27 1.14
H -7.06 0.39 -0.34
H -4.47 1.31 -1.35
H -6.12 1.98 -1.82
H -5.64 3.27 1.83
H -4.34 5.95 1.64
H -3.42 6.30 -1.12
H -4.11 3.73 -2.33
H 5.32 -2.06 -0.36
C -3.30 9.46 -0.77
O -2.48 8.62 -1.13
N -3.02 10.79 -0.78
N -4.54 9.14 -0.34
H -3.68 11.49 -0.49
H -2.11 11.07 -1.10
H -4.78 8.16 -0.32
H -5.22 9.81 -0.04
C 1.04 -7.35 2.48
O 2.01 -6.62 2.34
N 1.13 -8.70 2.41
N -0.21 -6.88 2.71
H 0.34 -9.32 2.51
H 2.04 -9.09 2.23
H -0.32 -5.88 2.78
H -1.02 -7.46 2.83
C 0.60 5.58 -0.35
O 1.22 6.34 0.38
N 0.85 4.25 -0.40
N -0.38 6.00 -1.18
H 0.35 3.61 -1.00
H 1.57 3.89 0.20
H -0.59 6.99 -1.17
H -0.90 5.40 -1.79
C 9.66 -2.82 -2.52
O 10.45 -3.68 -2.88
N 9.96 -1.50 -2.53
N 8.40 -3.12 -2.09
H 9.33 -0.78 -2.24
H 10.88 -1.24 -2.84
H 8.14 -4.09 -2.08
H 7.74 -2.43 -1.79
*
```

Values from the calculation:
Highest occupied orbital energy ... -0.3331 Ha
Lowest unoccupied orbital energy ... -4.28 eV
Electronic energy ... -56306.054 eV
Gap between HOMO and LUMO ... 4.8 eV
Max |F| ... 6.61 eV/A



The following is a quantum chemistry calculation of 7 unconnected molecules or ions with the total composition C23H52Cl2O16P2 in a non-equilibrium geometry, from the Open Molecules 2025 dataset.

```
! wB97M-V def2-TZVPD RIJCOSX def2/J DEFGRID3
* xyz 0 1
C 24.28 5.10 19.05
Cl 23.05 6.38 18.99
Cl 25.05 5.27 20.62
H 23.80 4.13 19.02
H 25.07 5.21 18.31
C 25.98 11.92 20.02
O 25.01 11.04 20.51
P 24.25 11.45 21.91
O 23.70 12.87 21.92
O 23.12 10.28 22.03
C 23.54 8.90 21.89
O 25.24 10.97 23.09
C 24.97 11.23 24.47
H 26.90 11.74 20.58
H 25.52 12.90 20.15
H 26.03 11.78 18.94
H 22.99 8.42 22.70
H 24.61 8.70 21.87
H 23.05 8.48 21.01
H 25.85 11.58 25.02
H 24.58 10.33 24.93
H 24.17 11.96 24.61
C 27.35 9.10 26.08
O 26.11 8.63 25.55
P 25.91 7.10 24.98
O 24.71 6.80 24.16
O 27.34 6.83 24.30
C 27.47 6.85 22.87
O 26.11 6.17 26.35
C 24.96 6.06 27.13
H 28.13 8.35 26.18
H 27.22 9.54 27.07
H 27.67 9.83 25.34
H 28.32 7.46 22.55
H 26.57 7.14 22.33
H 27.67 5.79 22.70
H 25.22 6.34 28.15
H 24.47 5.09 27.14
H 24.20 6.82 27.01
O 25.10 1.77 17.72
C 24.34 1.84 16.76
O 23.83 0.84 16.16
C 24.04 -0.53 16.63
C 23.42 -1.44 15.55
C 23.81 3.18 16.27
H 23.54 -0.72 17.57
H 25.11 -0.74 16.61
H 22.37 -1.26 15.31
H 23.42 -2.50 15.81
H 24.01 -1.33 14.64
H 23.32 3.17 15.29
H 24.63 3.84 15.99
H 23.18 3.58 17.06
O 20.21 3.51 22.84
C 21.09 4.32 23.17
O 21.36 4.76 24.41
C 20.59 4.22 25.48
C 21.03 2.86 26.05
C 22.01 4.88 22.08
H 19.54 4.23 25.16
H 20.62 5.01 26.23
H 20.44 2.58 26.92
H 22.10 2.85 26.26
H 20.86 2.04 25.36
H 22.19 4.15 21.29
H 23.01 5.23 22.36
H 21.44 5.65 21.57
O 26.29 5.80 16.09
C 25.86 6.61 15.29
O 26.55 7.22 14.28
C 27.90 6.72 14.10
C 28.72 7.47 12.97
C 24.39 7.04 15.39
H 27.84 5.65 13.94
H 28.47 6.78 15.03
H 29.77 7.18 12.90
H 28.72 8.55 13.13
H 28.27 7.40 11.98
H 23.98 7.49 14.48
H 24.25 7.76 16.20
H 23.74 6.19 15.58
O 21.38 3.64 18.77
C 20.17 3.88 18.54
O 19.49 3.73 17.36
C 20.17 3.45 16.16
C 20.52 1.95 16.05
C 19.28 4.55 19.58
H 21.01 4.12 16.01
H 19.57 3.68 15.28
H 21.03 1.81 15.10
H 19.64 1.31 15.97
H 21.10 1.61 16.90
H 19.55 5.54 19.94
H 19.23 3.91 20.46
H 18.29 4.53 19.13
*
```

Values from the calculation:
SMILES string ... COP(=O)(OC)OC.COP(=O)(OC)OC.CCOC(C)=O.CCOC(C)=O.CCOC(C)=O.CCOC(C)=O.ClCCl
Highest occupied orbital energy ... -0.3631 Ha
Lowest unoccupied orbital energy ... 0.57 eV
Electronic energy ... -101080.437 eV
Gap between HOMO and LUMO ... 10.4 eV
Max |F| ... 4.10 eV/A



The following is a quantum chemistry calculation of 7 unconnected molecules or ions with the total composition C23H52F6N7O15S6 in a non-equilibrium geometry, from the Open Molecules 2025 dataset.

```
! wB97M-V def2-TZVPD RIJCOSX def2/J DEFGRID3
* xyz 1 1
C 0.48 1.03 -7.78
C -0.99 1.43 -7.73
O -1.89 0.72 -7.40
N -1.24 2.81 -8.22
H -0.45 3.41 -8.00
H -1.03 2.61 -9.18
C -2.58 3.46 -7.72
H 0.74 0.73 -8.80
H 0.68 0.14 -7.19
H 1.13 1.86 -7.51
H -2.47 4.47 -8.11
H -2.47 3.35 -6.64
H -3.26 2.86 -8.34
C -4.70 9.44 -5.04
C -3.35 8.70 -4.95
O -2.30 9.28 -5.22
N -3.40 7.27 -4.43
H -3.62 7.42 -3.46
H -4.19 6.75 -4.78
C -2.06 6.43 -4.48
H -4.70 10.37 -4.48
H -5.53 8.83 -4.69
H -5.00 9.57 -6.08
H -1.94 5.92 -5.43
H -2.06 5.69 -3.68
H -1.25 7.13 -4.26
C -3.18 -5.13 -7.79
C -4.42 -4.36 -8.36
C -5.19 -3.65 -7.20
C -6.14 -2.53 -7.54
C -5.54 -1.38 -8.24
C -4.66 -1.83 -9.46
N -3.92 -3.24 -9.32
O -3.23 -3.81 -10.40
C -3.45 -0.89 -9.61
C -5.63 -1.81 -10.68
C -5.46 -5.22 -9.24
H -2.59 -4.44 -7.18
H -2.48 -5.51 -8.53
H -3.47 -5.99 -7.18
H -4.38 -3.19 -6.63
H -5.49 -4.43 -6.50
H -6.55 -2.17 -6.60
H -7.00 -2.86 -8.12
H -4.91 -0.80 -7.57
H -6.36 -0.66 -8.33
H -3.84 0.13 -9.63
H -2.95 -1.08 -10.56
H -2.64 -0.98 -8.90
H -5.07 -2.07 -11.59
H -6.18 -0.88 -10.75
H -6.46 -2.51 -10.60
H -6.26 -4.54 -9.54
H -5.94 -5.92 -8.57
H -5.10 -5.69 -10.16
C 4.58 1.83 -7.91
C 4.77 1.26 -6.51
C 5.95 1.88 -5.82
N 6.21 1.23 -4.33
C 5.11 1.75 -3.37
C 6.13 -0.28 -4.30
C 7.04 -0.77 -3.11
C 7.96 0.37 -2.85
C 7.63 1.47 -3.81
H 4.33 2.89 -7.87
H 3.84 1.40 -8.58
H 5.54 1.69 -8.40
H 5.03 0.21 -6.60
H 3.83 1.37 -5.97
H 5.80 2.94 -5.66
H 6.86 1.63 -6.37
H 5.21 2.84 -3.41
H 5.20 1.29 -2.39
H 4.12 1.52 -3.78
H 5.09 -0.55 -4.13
H 6.53 -0.49 -5.29
H 6.40 -1.03 -2.26
H 7.55 -1.69 -3.41
H 8.00 0.72 -1.82
H 9.01 0.14 -3.06
H 7.78 2.42 -3.30
H 8.26 1.38 -4.70
N -0.65 2.23 -10.82
S 0.21 1.07 -11.66
O 0.72 1.38 -12.98
O -0.03 -0.29 -11.27
F 1.63 1.35 -10.83
S -1.70 2.49 -11.80
O -2.76 1.50 -11.85
O -1.49 3.28 -13.04
F -2.36 3.59 -10.83
N 0.19 4.87 -7.19
S 0.37 6.29 -8.13
O 1.61 6.59 -8.84
O -0.34 7.49 -7.62
F -0.54 5.92 -9.42
S 1.43 5.00 -6.38
O 1.47 6.09 -5.39
O 2.70 4.70 -7.09
F 1.06 3.71 -5.46
N -2.95 -0.55 -3.43
S -1.97 -1.35 -4.55
O -0.75 -0.67 -4.94
O -2.66 -2.17 -5.55
F -1.38 -2.45 -3.59
S -3.31 0.56 -4.34
O -4.29 0.20 -5.35
O -2.36 1.61 -4.66
F -4.26 1.24 -3.15
*
```

Values from the calculation:
Highest occupied orbital energy ... -0.4119 Ha
Lowest unoccupied orbital energy ... -5.74 eV
Electronic energy ... -147134.333 eV
Gap between HOMO and LUMO ... 5.5 eV
Max |F| ... 12.09 eV/A